This record from the OMol25 dataset describes a molecular structure, C34H53N4OP2V in a non-equilibrium geometry. The level of theory is ωB97M-V/def2-TZVPD.

```
95
Properties=species:S:1:pos:R:3:mulliken_charge:R:1
C -2.5803 -0.2838 1.3163 0.109
C -1.7541 -2.2903 0.3920 0.783
C -3.7453 -0.9211 1.7304 -0.860
C -3.0254 -2.8913 0.5847 -1.377
C -3.9915 -2.2234 1.3048 -0.812
H -4.4200 -0.3442 2.3547 0.530
H -3.1626 -3.9211 0.2607 0.519
H -4.9403 -2.6965 1.5632 0.414
N -1.6402 -0.9197 0.6029 1.196
P -1.1555 2.0996 0.7704 1.458
P 1.0219 -2.4049 0.3005 1.109
C -2.3201 1.1400 1.8099 -1.836
H -3.2647 1.7134 1.8930 0.860
H -1.9142 1.0912 2.8398 0.728
C -0.6158 -3.0986 0.1653 -1.680
H -0.8074 -4.1673 0.0130 0.363
C 2.1421 -2.5218 -1.2772 2.247
C 1.5843 -3.6925 1.6144 1.740
C -2.3167 2.8782 -0.5396 2.169
C -0.5688 3.4478 1.9910 2.100
C 2.5409 -1.1000 -1.6929 -1.668
H 3.0201 -0.5591 -0.8662 0.311
H 3.2686 -1.1712 -2.5151 0.669
H 1.6974 -0.4991 -2.0477 -0.155
C 3.4653 -3.2523 -1.0160 -1.897
H 4.0637 -2.7313 -0.2598 0.283
H 3.3359 -4.2980 -0.7299 0.255
H 4.0520 -3.2481 -1.9468 0.571
C 1.3509 -3.1995 -2.3943 -1.757
H 1.9867 -3.2620 -3.2910 0.475
H 1.0534 -4.2243 -2.1375 0.298
H 0.4490 -2.6295 -2.6530 0.222
C 2.9230 -3.2755 2.2211 -1.681
H 2.8790 -2.2592 2.6438 0.111
H 3.1610 -3.9708 3.0421 0.543
H 3.7567 -3.3163 1.5127 0.299
C 0.5426 -3.7339 2.7398 -1.733
H 0.4448 -2.7683 3.2492 0.184
H -0.4415 -4.0438 2.3719 0.315
H 0.8729 -4.4879 3.4702 0.635
C 1.6507 -5.0929 0.9672 -1.554
H 0.9196 -5.2483 0.1603 0.202
H 2.6511 -5.3388 0.5866 0.398
H 1.4290 -5.8417 1.7414 0.450
C 0.2542 4.4574 1.1818 -2.009
H 0.7641 5.1488 1.8697 0.540
H 1.0258 3.9612 0.5760 0.318
H -0.3660 5.0683 0.5154 0.322
C 0.3423 2.8008 3.0388 -1.388
H -0.1951 2.1047 3.6949 0.215
H 1.1853 2.2734 2.5792 -0.397
H 0.7543 3.6025 3.6729 0.784
C -1.7089 4.1353 2.7552 -1.668
H -1.2556 4.7309 3.5632 0.535
H -2.2936 4.8223 2.1358 0.317
H -2.3877 3.4105 3.2248 0.252
C -3.1165 1.7212 -1.1560 -2.020
H -3.6846 2.1020 -2.0169 0.651
H -2.4632 0.9261 -1.5236 0.222
H -3.8254 1.2782 -0.4409 0.210
C -1.4716 3.5799 -1.6126 -1.585
H -0.7225 2.9270 -2.0630 0.070
H -2.1544 3.9136 -2.4082 0.537
H -0.9668 4.4744 -1.2283 0.286
C -3.2979 3.9223 0.0138 -1.799
H -3.8757 3.5639 0.8755 0.261
H -2.8052 4.8730 0.2660 0.341
H -4.0167 4.1507 -0.7896 0.527
V 0.2124 0.1134 0.1333 -0.120
C 0.4997 -0.2256 1.9304 0.284
O 0.7280 -0.3747 3.0839 -0.471
N -0.0998 0.7243 -2.0001 -0.836
C -0.5645 0.6852 -3.1041 0.802
C -1.2902 0.0003 -4.1388 0.083
C -1.3630 0.4673 -5.4720 -0.525
C -1.9457 -1.1978 -3.7759 0.009
C -2.0964 -0.2571 -6.4093 -0.588
H -0.8355 1.3920 -5.7381 0.463
C -2.6394 -1.9369 -4.7371 -0.861
H -1.8703 -1.5627 -2.7490 0.391
C -2.7213 -1.4614 -6.0480 -0.387
H -2.1681 0.0947 -7.4409 0.396
H -3.0953 -2.8835 -4.4535 0.445
H -3.2657 -2.0437 -6.7940 0.394
C 5.0026 2.5021 0.7172 -0.828
N 3.8461 2.0661 1.5179 0.153
C 3.9399 2.1770 2.9956 -0.711
C 2.7685 1.6572 0.9370 0.056
N 1.8604 1.2168 0.3152 0.024
H 5.7706 2.8417 1.4150 0.275
H 4.7150 3.3238 0.0443 0.318
H 5.3900 1.6694 0.1118 0.308
H 3.3413 3.0271 3.3613 0.277
H 3.5750 1.2555 3.4750 0.249
H 4.9890 2.3388 3.2529 0.346
```

Values from the calculation:
frontier orbital gap (spin up / spin down) = 6.1 / 5.7 eV
relative energy (zero: lowest compared OMol25 entry of this formula, charge and spin) = 0.0000 eV
net charge = +1
E_tot = -88385.0941 eV
HOMO energy (spin up / spin down) = -8.6 / -8.6 eV
spin multiplicity = 4

=====

This record from the OMol25 dataset describes a molecular structure, C6H5As2CuF20O4 in a non-equilibrium geometry. The level of theory is ωB97M-V/def2-TZVPD.

```
38
Properties=species:S:1:pos:R:3:mulliken_charge:R:1
Cu -0.3721 0.1300 1.1335 0.351
As -0.7698 -3.5486 -0.5258 2.038
F -0.7038 -2.8118 -2.0940 -0.471
F -0.9609 -5.1318 -1.2347 -0.547
F -0.7458 -4.2865 1.0425 -0.514
F -0.6003 -1.9842 0.2777 -0.355
F -2.4726 -3.3555 -0.4978 -0.482
F 0.9671 -3.6987 -0.6270 -0.500
As -3.7809 -0.8234 3.0010 2.078
F -5.4435 -0.8961 3.5380 -0.551
F -4.0218 -2.0243 1.8005 -0.473
F -2.0712 -0.7138 2.5419 -0.523
F -3.4955 0.4773 4.1307 -0.527
F -3.3881 -2.0065 4.1964 -0.507
F -4.2092 0.3600 1.8274 -0.441
O 0.0146 3.0766 0.3684 -0.404
C -1.3488 2.8519 0.2161 0.680
O -1.7598 1.6791 0.4278 -0.609
O -2.0527 3.7963 -0.1691 -0.765
H 0.0355 4.0265 0.1937 0.242
C 2.2612 0.9430 -0.8211 -1.051
C 2.5721 0.4991 0.5969 0.555
C 4.0619 0.3783 0.8833 -0.038
F 4.6803 -0.3847 -0.0380 -0.250
F 4.6215 1.6212 0.7727 -0.289
F 1.9905 1.3259 1.4986 -0.267
F 2.0154 -0.7247 0.8079 -0.266
O 0.9119 0.6828 -1.1155 0.388
C 0.5841 0.4534 -2.4480 0.794
C 0.7320 1.7589 -3.2317 0.201
F 0.2721 1.6323 -4.5047 -0.313
F 0.1479 2.8078 -2.6477 -0.195
F 1.4436 -0.4671 -2.9562 -0.319
F -0.6225 -0.0646 -2.4513 -0.206
H 2.9557 0.4371 -1.4974 0.650
H 2.4807 2.0046 -0.9759 0.319
H 4.2661 0.0024 1.8856 0.347
H 1.8052 1.9776 -3.3046 0.217
```

Values from the calculation:
frontier orbital gap = 7.3 eV
relative energy (zero: lowest compared OMol25 entry of this formula, charge and spin) = 0.0000 eV
net charge = -2
E_tot = -235170.3918 eV
HOMO energy = -3.3 eV

=====

This record from the OMol25 dataset describes 2 unconnected molecules or ions with the total composition C2H4N2OS in a non-equilibrium geometry. The level of theory is ωB97M-V/def2-TZVPD.

```
10
Properties=species:S:1:pos:R:3:mulliken_charge:R:1
C 0.9570 2.5660 -1.0420 0.580
C -0.7067 -0.9158 0.5850 -0.259
N 0.2411 3.1169 -1.8316 -0.476
N 0.5793 -0.8520 0.9219 -0.157
O 1.5046 1.9030 -0.2595 -0.423
S -1.1161 -2.5962 0.2854 -0.216
H -2.4003 -2.4536 0.6322 0.163
H -0.6544 3.4345 -1.6258 0.284
H 1.0190 0.0391 0.8717 0.309
H 1.1921 -1.6382 1.1296 0.195
```

Values from the calculation:
frontier orbital gap = 9.0 eV
relative energy (zero: lowest compared OMol25 entry of this formula, charge and spin) = 2.7572 eV
E_tot = -17999.9021 eV
HOMO energy = -8.4 eV

=====

This record from the OMol25 dataset describes a gas-phase ion, C3H4FN4O2 (charge +1). The level of theory is ωB97M-V/def2-TZVPD.

```
14
Properties=species:S:1:pos:R:3:mulliken_charge:R:1
O 2.4928 -1.3621 0.0310 -0.394
C 1.7954 -0.4233 0.1559 0.656
O 1.7882 0.3858 1.2363 -0.451
C 0.7196 -0.0923 -0.8848 -0.583
N -0.6019 -0.0209 -0.2386 0.306
N -1.2767 -1.0426 0.2990 0.170
N -2.3986 -0.6430 0.8154 -0.271
N -2.4988 0.6434 0.6274 -0.204
C -1.3980 1.0151 0.0064 0.636
F -1.1038 2.2092 -0.3627 -0.170
H 1.8767 1.3169 0.9839 0.368
H 0.6897 -0.8562 -1.6501 0.280
H 0.8799 0.8786 -1.3410 0.365
H -0.9645 -2.0086 0.3219 0.295
```

Values from the calculation:
frontier orbital gap = 10.2 eV
structure (SMILES) = O=C(O)CN1NN=[N+]=C1F
net charge = +1
E_tot = -15938.8374 eV
HOMO energy = -15.7 eV

=====

This record from the OMol25 dataset describes a gas-phase ion, C4H11N4 (charge +1) in a non-equilibrium geometry. The level of theory is ωB97M-V/def2-TZVPD.

```
19
Properties=species:S:1:pos:R:3:mulliken_charge:R:1
C 1.4631 -0.8828 0.2468 0.167
C -1.1884 0.4975 0.6625 -0.777
C 1.4283 0.3528 -0.4051 0.097
C -0.3184 0.5679 -0.6103 -0.232
N 1.5374 -1.9416 0.7127 -0.522
N 1.9530 1.5156 0.1842 -0.622
N -0.9456 -0.4531 -1.4409 -0.679
N -1.3230 -1.0591 0.9795 -0.359
H -0.9716 1.2075 1.4500 0.377
H -2.2048 0.7222 0.3334 0.382
H 1.7430 0.2266 -1.4086 0.431
H -0.3348 1.5551 -1.0973 0.546
H 2.9632 1.8165 -0.0439 0.287
H 1.9183 1.4887 1.3226 0.307
H -0.9632 -0.0660 -2.3812 0.274
H -0.4588 -1.3192 -1.4857 0.260
H -2.0640 -1.2967 1.7972 0.399
H -0.4743 -1.6422 1.1233 0.226
H -1.7595 -1.2896 0.0611 0.437
```

Values from the calculation:
frontier orbital gap = 10.2 eV
relative energy (zero: lowest compared OMol25 entry of this formula, charge and spin) = 2.8006 eV
structure (SMILES) = N#C[C@H](N)[C@@H](N)C[NH3+]
net charge = +1
E_tot = -10278.3889 eV
HOMO energy = -13.5 eV

=====

This record from the OMol25 dataset describes a molecular structure, C6H21HgO6 in a non-equilibrium geometry. The level of theory is ωB97M-V/def2-TZVPD.

```
34
Properties=species:S:1:pos:R:3:mulliken_charge:R:1
Hg 5.3885 -28.3916 -14.5885 1.682
C 6.0073 -24.8865 -15.8289 -0.763
C 4.6359 -25.5094 -16.1312 -0.439
O 4.2886 -26.5386 -15.2930 -0.889
H 6.8180 -25.6044 -15.6862 0.103
H 6.0101 -24.3727 -14.8543 0.214
H 6.2801 -24.0809 -16.5200 0.373
H 4.6503 -25.9193 -17.1624 0.196
H 3.8896 -24.7152 -16.3240 0.280
C 4.6833 -30.4049 -18.4142 -1.242
C 4.5152 -30.2158 -16.9006 0.089
O 5.7396 -29.9136 -16.2897 -0.882
H 4.8577 -29.4569 -18.9251 0.252
H 3.7214 -30.8173 -18.7546 0.361
H 5.4740 -31.0669 -18.7709 0.298
H 3.9668 -31.0711 -16.4501 0.151
H 3.8711 -29.3385 -16.7203 0.107
C 9.1550 -28.4960 -13.1478 -1.089
C 8.5544 -27.4885 -14.1156 -0.275
O 7.7532 -28.0113 -15.0972 -0.789
H 8.4256 -29.0429 -12.5363 0.168
H 9.8230 -27.9373 -12.4722 0.389
H 9.8128 -29.2626 -13.5658 0.283
H 9.4547 -27.0141 -14.5696 0.285
H 8.1493 -26.6146 -13.5662 0.183
O 6.0169 -30.4094 -13.3707 -0.490
H 5.4874 -30.4866 -12.5657 0.257
H 6.3539 -31.2978 -13.5398 0.215
O 5.5899 -27.6947 -12.3529 -0.503
H 5.2457 -26.8808 -11.9637 0.229
H 6.1327 -28.1003 -11.6650 0.251
O 3.0640 -28.9737 -14.0229 -0.492
H 2.7137 -29.8079 -14.3604 0.273
H 2.4153 -28.6681 -13.3797 0.214
```

Values from the calculation:
frontier orbital gap = 5.5 eV
relative energy (zero: lowest compared OMol25 entry of this formula, charge and spin) = 0.6513 eV
net charge = -1
E_tot = -23018.8688 eV
HOMO energy = -3.3 eV